DFT (ωB97M-V/def2-TZVPD) results for C40H33BaF3N8Se as an isolated structure.

Output
Spin multiplicity: 1
Energy, eV: -128130.9537
E_HOMO, eV: -5.68

The geometry in XYZ format:
```
86
C40H33BaF3N8Se | the OMol25 dataset | ωB97M-V/def2-TZVPD
Ba -0.8655 -0.3819 -0.5088
Se -2.1012 -2.9106 -1.9462
F -5.3252 5.2716 2.7545
F -4.5484 4.0175 4.3317
F -3.3527 5.6419 3.5588
N 1.6863 -0.7708 -1.8873
N 2.3953 1.1435 -0.6865
N -6.4154 4.8097 -1.4136
N -2.5706 1.8970 0.3947
N 2.2625 -0.8775 -4.1514
N 1.4571 0.7950 0.2789
N -2.4785 -1.8740 1.3346
N -0.4151 0.4531 2.3116
C 0.2205 -4.3064 -5.1639
C -1.0431 -1.9621 -4.4515
C 3.5949 0.7981 -5.2900
C -4.1662 2.4075 -2.6416
C 1.2373 1.2074 3.8787
C 4.4058 2.6779 -4.0160
C 3.0874 0.9901 -2.9235
C -0.3184 -2.0236 -5.6326
C -0.5223 1.6428 -2.7545
C -2.9858 1.7685 -2.9090
C 2.3599 0.4349 -1.7692
C -2.6247 -3.6947 2.8786
C -1.2887 0.3994 3.3087
C -4.7918 -4.9131 3.3167
C -5.4183 4.3075 -1.7006
C -4.5682 -2.9637 1.7403
C 0.8316 0.8603 2.5989
C -4.2159 4.6788 3.2033
C 1.6710 -1.3483 -3.0501
C -2.2672 3.7105 1.9272
C -0.5114 -4.2426 -3.9882
C -3.9869 -3.8402 2.6475
C 1.8124 0.9949 1.4827
C -1.7946 2.7766 1.0231
C -1.7714 3.6779 -2.0679
C -3.8784 1.9553 0.6330
C -1.7145 2.3494 -2.5966
C -3.6278 3.7325 2.1859
C -1.1522 -3.0658 -3.5944
C 4.2970 1.9796 -5.2237
C -2.9560 4.3092 -1.8043
C 3.8035 2.1899 -2.8787
C -0.9759 0.7375 4.6200
C 0.3304 -3.1981 -5.9959
C 2.9946 0.3082 -4.1300
C 0.3113 1.1433 4.9113
C -3.7855 -2.0135 1.1126
C -1.9221 -2.7129 2.2061
C -4.1884 3.6819 -2.0571
C -4.4572 2.8501 1.5203
H -4.2263 -1.3444 0.3841
H -5.5287 2.8635 1.6603
H 0.8898 -3.2589 -6.9205
H -0.2805 -1.1546 -6.2785
H -5.6223 -3.0256 1.5060
H 4.7608 2.3733 -6.1169
H 2.8357 1.2732 1.7378
H -5.1044 1.9167 -2.8750
H -4.2843 -5.3067 4.1956
H -2.1091 -4.3461 3.5711
H -1.5906 4.4028 2.4062
H 1.1339 -2.2826 -3.1657
H 0.5961 1.4151 5.9176
H 3.5015 0.2567 -6.2214
H -1.7381 0.6803 5.3829
H -0.8584 -2.5961 2.3752
H 0.4119 2.1780 -2.6316
H -4.9541 -5.7407 2.6238
H -1.5538 -1.0439 -4.1866
H -0.5816 -5.1141 -3.3490
H 2.1443 -1.3969 -5.0101
H -0.5091 0.8138 -3.4577
H -0.8391 4.1896 -1.8586
H 0.7056 -5.2347 -5.4360
H -4.4978 1.2652 0.0758
H -5.7702 -4.5415 3.6192
H 3.8621 2.7160 -1.9382
H 2.2529 1.5326 4.0550
H -2.2897 0.0865 3.0416
H -2.9516 5.3092 -1.3859
H -0.7410 2.7472 0.7748
H -3.0113 0.7776 -3.3525
H 4.9581 3.6059 -3.9793
```